Molecular formula: C2H7NO
Method: DFT, the ωB97M-V functional and the def2-TZVPD basis

Last column: natural (NBO) charge in e.
Geometry (Å):
1 C -0.012687 -0.249324 1.204658  -0.7528
2 C 0.686042 0.919657 0.641890  -0.1239
3 N -0.709517 -0.614053 -1.400025  -0.4550
4 O 0.189487 0.365868 -1.779522  -0.5064
5 H -0.714388 0.078984 2.052303  0.2388
6 H -0.472614 -0.702673 0.173972  0.2967
7 H 0.838941 -0.934737 1.453545  0.2265
8 H 1.726493 0.929491 0.550462  0.1725
9 H 0.341613 1.983742 0.721743  0.1832
10 H -1.580524 -0.303827 -1.738926  0.3591
11 H -0.292845 -1.473128 -1.880100  0.3612

Forces on the atoms, in the same order (eV/Å):
C 1.5 1.6 -0.3
C -1.8 0.8 0.4
N 3.8 -0.7 -1.9
O -0.5 -0.1 2.3
H 0.8 -1.1 -1.5
H -0.4 0.3 1.0
H -1.3 0.1 0.4
H 1.5 -0.5 -0.6
H -0.3 -1.3 -0.3
H -1.6 -0.2 -0.4
H -1.6 1.1 1.0

Values from the calculation:
Energy relative to the best compared isomer or geometry (same formula, charge and spin) (eV): 5.5337
HOMO energy (alpha / beta) (Ha): -0.2982 / -0.3255
Electronic energy (a.u.): -210.19539


Molecular formula: C2H7NO
Method: DFT, the ωB97M-V functional and the def2-TZVPD basis

Last column: natural (NBO) charge in e.
Geometry (Å):
1 C 0.232076 -2.042075 0.882548  -0.7361
2 C -0.407524 -3.221636 0.255323  0.4347
3 O 0.155549 -3.906357 -0.571494  -0.5203
4 H -0.301660 -1.832192 1.819642  0.2176
5 H 1.206846 -2.449771 1.210395  0.2497
6 H 0.064364 -1.100165 0.185625  0.2569
7 H -1.535260 -3.430918 0.537040  0.0975
8 N 0.114221 4.480159 -1.041746  -1.1763
9 H 0.003271 3.640205 -0.415972  0.4034
10 H 1.054481 4.697479 -1.341220  0.3697
11 H -0.586369 5.165266 -1.520136  0.4033

Forces on the atoms, in the same order (eV/Å):
C -0.8 0.9 0.4
C -1.7 -0.9 -1.2
O -0.6 0.3 0.8
H 0.0 0.2 -0.2
H 0.2 1.2 -0.8
H 1.1 -2.0 1.4
H 1.7 0.2 -0.4
N -0.7 1.0 -0.7
H -0.5 2.0 -1.5
H -0.2 -0.4 0.3
H 1.4 -2.7 1.9

Values from the calculation:
SMILES: CC=O.N
Energy relative to the best compared isomer or geometry (same formula, charge and spin) (eV): 1.6382
HOMO energy (Ha): -0.3431
Electronic energy (a.u.): -210.33854


Molecular formula: C2H7NO
Method: DFT, the ωB97M-V functional and the def2-TZVPD basis

Last column: natural (NBO) charge in e.
Geometry (Å):
1 C -0.996673 0.703804 -0.426362  -0.5824
2 C -0.013472 0.650904 1.226841  0.1624
3 N 0.355507 0.126934 0.085790  -0.0668
4 H -0.855288 1.806760 -0.521676  0.2848
5 H -1.029068 0.514855 -1.519849  0.3527
6 H -1.963155 0.522245 0.089177  0.2941
7 H -0.275410 0.083980 2.123079  0.2877
8 H 0.413205 1.582882 1.418413  0.2584
9 H 2.069066 -2.094403 -1.355521  0.4810
10 H 0.985549 -1.506024 -0.354602  0.4403
11 O 1.309740 -2.391938 -0.765290  -0.9123

Forces on the atoms, in the same order (eV/Å):
C -0.6 2.1 -1.5
C 2.2 -2.2 0.0
N -1.6 0.5 0.7
H -0.1 -0.4 0.5
H 0.0 -1.0 0.7
H 0.7 -0.5 -0.2
H -0.9 -0.4 -0.2
H 0.1 2.3 0.3
H -1.4 -0.7 1.1
H 1.1 -2.6 -1.2
O 0.5 2.8 0.0

Values from the calculation:
Energy relative to the best compared isomer or geometry (same formula, charge and spin) (eV): 4.3221
Net charge: +1
<S²>: 0.76
HOMO energy (alpha / beta) (Ha): -0.5420 / -0.5408
Electronic energy (a.u.): -209.91908
Multiplicity: 2


Molecular formula: C2H7NO2
Method: DFT, the ωB97M-V functional and the def2-TZVPD basis

Last column: natural (NBO) charge in e.
Geometry (Å):
1 O -0.272401 2.639272 1.469495  -0.7326
2 C -0.611699 1.534284 1.060584  0.0645
3 C -0.039945 0.912504 -0.263856  -0.3387
4 N -0.914715 0.092148 -1.088311  -0.8731
5 H -1.386197 0.823576 1.500735  0.0265
6 H 0.222214 1.718100 -0.972597  0.1718
7 H 0.923744 0.368632 0.027948  0.1119
8 H -1.807963 0.511829 -1.312052  0.3241
9 H -1.155634 -0.687832 -0.469631  0.3343
10 H 1.917139 -3.376597 0.141518  0.4368
11 H 1.693093 -1.867838 0.195633  0.4568
12 O 1.432365 -2.668077 -0.289465  -0.9822

Forces on the atoms, in the same order (eV/Å):
O 0.7 2.0 1.3
C -1.2 -3.1 -2.9
C 0.0 2.0 0.6
N 0.2 -2.1 0.9
H 0.5 0.6 0.3
H 0.6 0.1 0.8
H -0.7 0.0 -0.7
H 0.1 0.6 0.3
H -0.2 -0.1 -0.6
H 0.1 -0.1 0.1
H -0.2 0.0 -0.3
O 0.1 0.1 0.1

Values from the calculation:
Energy relative to the best compared isomer or geometry (same formula, charge and spin) (eV): 1.4798
Net charge: -1
<S²>: 0.75
HOMO energy (alpha / beta) (Ha): 0.0320 / -0.1255
Electronic energy (a.u.): -285.56600
Multiplicity: 2


Molecular formula: C2H7NO2
Method: DFT, the ωB97M-V functional and the def2-TZVPD basis

Last column: natural (NBO) charge in e.
Geometry (Å):
1 C 1.248670 1.006999 0.113027  -0.1979
2 C -1.426364 -0.178868 -0.388668  -0.4308
3 N -0.012788 -0.322838 -0.054785  0.1590
4 O 0.208061 -0.040537 1.318469  -0.6304
5 O 0.369717 -1.683301 -0.296069  -0.5927
6 H 0.519087 -1.987447 0.618153  0.4768
7 H 1.565099 1.557552 0.994833  0.1950
8 H 2.041715 0.408961 -0.319259  0.2061
9 H 0.773301 1.661474 -0.614077  0.1840
10 H -2.004815 -0.766939 0.330008  0.2090
11 H -1.686705 0.874255 -0.296014  0.2098
12 H -1.594976 -0.529311 -1.405620  0.2120

Forces on the atoms, in the same order (eV/Å):
C -0.3 -0.3 0.1
C 0.2 0.0 0.1
N 0.3 -0.1 0.3
O 0.0 -0.1 -0.6
O -0.2 0.6 0.2
H 0.0 0.1 0.0
H 0.0 -0.1 0.0
H 0.0 0.0 0.0
H 0.0 0.0 0.0
H 0.0 0.0 0.0
H 0.0 0.0 0.0
H 0.0 0.0 0.0

Values from the calculation:
Energy relative to the best compared isomer or geometry (same formula, charge and spin) (eV): 7.2329
HOMO energy (Ha): -0.3013
Electronic energy (a.u.): -285.40600


Molecular formula: C2H7NO2Si
Method: DFT, the ωB97M-V functional and the def2-TZVPD basis

Last column: natural (NBO) charge in e.
Geometry (Å):
1 C -1.544770 -0.341777 -2.086493  -0.3434
2 C -0.641815 -0.289533 -1.127220  -0.4739
3 N 1.622495 -1.398674 2.081082  0.3425
4 O 2.620088 -0.428302 2.019021  -0.5846
5 O 1.902892 -2.508076 2.322258  -0.2634
6 Si -0.516891 1.303651 -0.024976  0.7603
7 H -2.486062 0.221523 -2.229163  0.1776
8 H 2.308974 0.516435 1.782323  0.5096
9 H -1.639503 -1.259267 -2.710040  0.1701
10 H -0.063520 -1.138135 -0.922646  0.2036
11 H -0.362462 2.660355 -0.727938  -0.1540
12 H -1.923807 1.514527 0.709092  -0.1378
13 H 0.724382 1.147273 0.914699  -0.2065

Forces on the atoms, in the same order (eV/Å):
C -7.4 -1.7 -8.1
C 5.4 3.7 7.3
N -3.1 0.9 -0.6
O 1.9 0.2 0.2
O 1.8 1.4 0.0
Si 0.1 -0.4 0.0
H 0.6 -0.1 1.0
H -0.5 -2.6 0.5
H 0.6 0.9 0.0
H 0.5 -1.1 0.9
H 0.0 -0.9 0.1
H 1.5 -0.4 -0.6
H -1.3 0.2 -0.6

Values from the calculation:
Energy relative to the best compared isomer or geometry (same formula, charge and spin) (eV): 8.6315
<S²>: 2.01
HOMO energy (alpha / beta) (Ha): -0.2269 / -0.3727
Electronic energy (a.u.): -574.79486
Multiplicity: 3


Molecular formula: C2H7NO3
Method: DFT, the ωB97M-V functional and the def2-TZVPD basis

Last column: natural (NBO) charge in e.
Geometry (Å):
1 N 0.414555 -0.399419 -1.629498  -0.8606
2 C 1.577949 -0.169453 -0.777611  -0.3197
3 C 1.329195 -0.957220 0.499429  0.7916
4 O 1.631384 -2.102122 0.615104  -0.5506
5 O 0.721085 -0.221008 1.491393  -0.7247
6 H 0.255812 -1.366146 -1.837668  0.3802
7 H 0.198709 0.306392 -2.305395  0.3824
8 H 2.503849 -0.599932 -1.186040  0.1874
9 H 1.674864 0.891835 -0.587382  0.2146
10 H -0.106464 -0.653794 1.737695  0.4995
11 O -3.420391 1.580792 1.662708  -0.9423
12 H -4.127561 2.067406 1.233052  0.4709
13 H -2.652985 1.622671 1.084213  0.4713

Forces on the atoms, in the same order (eV/Å):
N 0.1 0.3 1.2
C 0.0 -0.7 -0.3
C 0.0 1.0 0.1
O -0.2 -0.5 0.1
O -0.3 0.0 -0.6
H 0.0 0.0 -0.6
H 0.1 -0.3 -0.3
H 0.0 0.4 -0.1
H 0.1 0.1 0.1
H 0.2 -0.2 0.4
O 0.1 -0.2 0.2
H 0.1 0.0 -0.1
H -0.1 0.1 -0.1

Values from the calculation:
SMILES: NCC(=O)O.O
Energy relative to the best compared isomer or geometry (same formula, charge and spin) (eV): 1.1499
HOMO energy (Ha): -0.3499
Electronic energy (a.u.): -360.87139


Molecular formula: C2H7NO3
Method: DFT, the ωB97M-V functional and the def2-TZVPD basis

Last column: natural (NBO) charge in e.
Geometry (Å):
1 N -0.085064 -1.342068 0.149315  -0.8454
2 C -1.057752 -0.442160 -0.514557  -0.3266
3 C -0.232676 0.650417 -1.081333  0.7761
4 O 0.435396 0.597459 -2.096467  -0.5852
5 O -0.237807 1.743998 -0.316074  -0.6967
6 H 0.711029 -1.504738 -0.452788  0.3721
7 H -0.510791 -2.238586 0.343294  0.3702
8 H -1.740377 -0.001482 0.213350  0.2145
9 H -1.680296 -0.996585 -1.220516  0.2065
10 H 0.233307 2.549199 -0.512136  0.5172
11 O 1.664565 0.635473 2.025627  -0.9318
12 H 1.547252 0.305832 1.116850  0.4621
13 H 0.953217 0.043239 2.345432  0.4669

Forces on the atoms, in the same order (eV/Å):
N -0.2 0.3 0.3
C -0.2 -0.9 0.9
C 1.5 1.8 -2.3
O -0.6 -0.5 0.8
O -1.6 -0.6 1.8
H -0.1 -0.1 -0.2
H 0.0 0.0 0.1
H 0.2 -0.2 0.2
H 0.3 0.4 -0.5
H 0.7 -0.1 -1.0
O -1.1 -1.2 -0.5
H 0.7 0.6 -0.1
H 0.4 0.6 0.7

Values from the calculation:
SMILES: NCC(=O)O.O
Energy relative to the best compared isomer or geometry (same formula, charge and spin) (eV): 1.0006
HOMO energy (Ha): -0.3797
Electronic energy (a.u.): -360.87688


Molecular formula: C2H7NO3
Method: DFT, the ωB97M-V functional and the def2-TZVPD basis

Last column: natural (NBO) charge in e.
Geometry (Å):
1 O -1.252640 0.110406 -0.680362  -0.3908
2 C -0.291875 -0.578630 -0.667335  0.7818
3 O -0.288427 -1.749698 0.061657  -0.6501
4 C 1.156451 -0.453399 -1.089499  -0.3852
5 N 1.622953 0.873098 -0.745275  -0.3432
6 H -1.198437 -2.006176 0.325747  0.5291
7 H 1.638497 -1.288418 -0.608052  0.3307
8 H 1.126777 -0.642491 -2.184242  0.2833
9 H 2.357136 1.183108 -1.386592  0.4229
10 H 2.052380 0.905184 0.192783  0.4195
11 H -1.946320 1.360749 2.611403  0.4776
12 H -0.852420 1.547523 1.621845  0.4478
13 O -0.989060 1.480126 2.578135  -0.9235

Forces on the atoms, in the same order (eV/Å):
O 0.6 0.8 -1.2
C -1.9 -2.7 3.6
O -0.3 0.3 -0.9
C -0.5 2.5 -2.3
N 2.5 -2.9 0.0
H 0.3 0.3 -0.1
H 0.5 -0.1 0.8
H 0.4 0.5 0.5
H -0.7 0.9 -0.4
H -0.9 0.4 0.1
H 0.0 0.0 0.4
H 0.1 0.2 0.3
O -0.1 -0.2 -0.7

Values from the calculation:
Energy relative to the best compared isomer or geometry (same formula, charge and spin) (eV): 1.4675
Net charge: +1
<S²>: 0.76
HOMO energy (alpha / beta) (Ha): -0.5408 / -0.5406
Electronic energy (a.u.): -360.50900
Multiplicity: 2


Molecular formula: C2H7NO3P
Method: DFT, the ωB97M-V functional and the def2-TZVPD basis

Last column: natural (NBO) charge in e.
Geometry (Å):
1 C 1.058730 -0.394388 -1.171714  -0.7211
2 C 0.119869 0.923199 -0.904981  0.1239
3 O 0.400917 1.707088 -0.047424  -0.7716
4 P -1.544499 -0.195634 -0.211125  1.8572
5 N -1.050442 -0.184849 1.418615  -1.2066
6 O -1.947292 -1.559937 -0.583561  -1.1399
7 O -3.312901 0.843557 0.076212  -1.0346
8 H 0.788907 -1.380866 -0.651769  0.2145
9 H 1.086014 -0.529642 -2.281686  0.1938
10 H 2.077079 -0.077950 -1.108853  0.2001
11 H -0.106370 1.276544 -2.032542  0.0818
12 H -0.338352 0.478469 1.434982  0.3922
13 H -0.656330 -1.129303 1.589105  0.3766
14 H -3.074468 1.416137 0.724731  0.4336

Forces on the atoms, in the same order (eV/Å):
C -1.1 -0.4 -1.1
C -0.6 -3.6 -5.3
O 1.2 3.1 3.3
P -2.9 2.0 0.8
N -1.1 -2.2 -0.2
O -0.2 -0.9 -0.6
O 1.6 -4.1 -3.7
H 0.6 1.6 -0.7
H -0.9 -0.5 0.6
H 0.9 0.2 1.3
H -0.2 -0.3 1.9
H 1.8 1.6 0.5
H -0.4 0.9 0.1
H 1.1 2.7 3.2

Values from the calculation:
SMILES: C[C@H]([O-])[P@](N)(=O)O
Energy relative to the best compared isomer or geometry (same formula, charge and spin) (eV): 3.2076
Net charge: -1
HOMO energy (Ha): -0.1416
Electronic energy (a.u.): -702.26158